[1]
The following is a quantum chemistry calculation of a single C5H10N2O2 molecule in a non-equilibrium geometry, from the OMol25 dataset.

Positions of all 19 atoms, in Å:
O  0.53  -2.87  -1.68
O  -1.35  1.70  1.49
C  1.08  -3.04  -0.52
C  -0.55  1.14  0.80
N  -0.26  1.69  -0.43
N  0.62  -2.35  0.56
C  -0.83  2.86  -1.04
C  0.10  -0.09  1.30
C  -0.19  -1.16  0.21
H  2.09  -3.42  -0.47
H  0.44  1.16  -0.98
H  1.34  -2.38  1.40
H  -1.92  2.72  -1.35
H  -0.33  3.06  -2.02
H  -0.67  3.74  -0.47
H  -0.07  -0.46  2.36
H  1.24  -0.04  1.42
H  -0.01  -0.80  -0.76
H  -1.25  -1.48  0.19

**DFT total energy**: -456.47970 a.u.
**Gap between HOMO and LUMO**: 0.3781 hartree
**Lowest unoccupied orbital energy**: 0.56 eV
**Structure (SMILES)**: CNC(=O)CCNC=O
**HOMO**: -9.72 eV
**ΔE to the lowest compared entry with this formula, charge and spin**: 46.7 kcal/mol
**Total charge**: 0

***

[2]
The following is a quantum chemistry calculation of 9 unconnected molecules or ions with the total composition C5H30N3O8 in a non-equilibrium geometry, from the OMol25 dataset.

Positions of all 46 atoms, in Å:
C  0.83  2.87  1.77
C  -0.42  2.03  1.83
C  -0.51  0.99  2.97
C  -1.89  0.28  2.88
N  -2.01  -0.99  -0.43
C  -2.35  -0.19  0.60
N  -2.16  -0.71  1.86
N  -0.64  1.32  0.55
H  1.52  2.54  1.00
H  0.66  3.86  1.39
H  1.45  2.94  2.67
H  -1.26  2.76  1.84
H  -0.06  1.45  3.90
H  0.25  0.24  2.83
H  -1.98  -0.18  3.87
H  -2.71  1.14  2.66
H  -1.42  -1.76  -0.26
H  -2.25  -0.67  -1.36
H  -3.03  0.64  0.37
H  -1.61  -1.60  1.94
H  -0.64  1.96  -0.20
H  0.07  0.63  0.28
H  -1.57  1.12  -2.45
H  -2.83  0.55  -3.04
O  -2.45  0.80  -2.20
H  1.60  -4.26  -0.30
H  2.10  -2.83  -0.09
O  1.34  -3.34  -0.45
H  1.44  -0.16  -3.97
H  0.53  -1.31  -3.55
O  0.57  -0.56  -4.17
H  2.97  1.56  -1.69
H  1.52  1.77  -1.90
O  2.13  1.22  -1.36
H  -0.03  2.30  -3.66
H  0.29  0.83  -3.16
O  0.10  1.75  -2.89
H  0.82  -1.62  2.81
H  1.03  -2.23  1.52
O  0.36  -2.27  2.23
H  -0.29  -3.26  -2.61
H  0.22  -2.48  -1.43
O  -0.35  -2.38  -2.21
H  3.92  -1.93  1.17
H  3.46  -0.99  -0.03
O  3.27  -1.80  0.46

**DFT total energy**: -974.47536 a.u.
**Gap between HOMO and LUMO**: 0.3571 hartree
**Lowest unoccupied orbital energy**: -2.61 eV
**HOMO**: -12.33 eV
**ΔE to the lowest compared entry with this formula, charge and spin**: 30.5 kcal/mol
**Total charge**: +1

***

[3]
The following is a quantum chemistry calculation of 2 unconnected molecules or ions with the total composition C2H4FN in a non-equilibrium geometry, from the OMol25 dataset.

Positions of all 8 atoms, in Å:
C  0.61  -0.93  0.61
C  -0.71  0.66  -0.56
N  -0.18  -0.69  -0.31
F  1.39  -1.99  0.59
H  1.37  0.02  1.81
H  -1.78  0.86  -0.50
H  -0.69  0.74  -1.68
H  -0.01  1.33  0.04

**DFT total energy**: -233.09463 a.u.
**Gap between HOMO and LUMO**: 0.3885 hartree
**Lowest unoccupied orbital energy**: 0.42 eV
**HOMO**: -10.15 eV
**ΔE to the lowest compared entry with this formula, charge and spin**: 73.1 kcal/mol
**Total charge**: 0

***

[4]
The following is a quantum chemistry calculation of 2 unconnected molecules or ions with the total composition C4H5O2S in a non-equilibrium geometry, from the OMol25 dataset.

Positions of all 12 atoms, in Å:
C  -0.77  -3.28  -0.47
C  0.66  0.09  0.53
C  0.22  0.30  -0.89
C  -0.63  -0.52  0.04
O  0.36  -3.49  -0.36
O  -1.92  -3.33  -0.63
S  -2.14  0.34  0.64
H  1.50  -0.58  0.71
H  0.68  0.96  1.18
H  -0.04  1.32  -1.19
H  0.75  -0.23  -1.67
H  -2.72  -0.79  1.05

**DFT total energy**: -704.05725 a.u.
**Gap between HOMO and LUMO**: 0.2169 hartree
**Lowest unoccupied orbital energy**: 3.70 eV
**HOMO**: -2.20 eV
**ΔE to the lowest compared entry with this formula, charge and spin**: 50.0 kcal/mol
**Total charge**: -1

***

[5]
The following is a quantum chemistry calculation of a molecular structure, C26H51FeN7O10 in a non-equilibrium geometry, from the OMol25 dataset.

Positions of all 95 atoms, in Å:
Fe  -26.45  21.07  -8.72
O  -25.26  22.74  -9.23
C  -25.20  23.49  -8.01
C  -25.55  22.73  -6.65
O  -26.35  21.56  -6.64
H  -25.92  24.28  -8.23
H  -24.35  24.17  -7.96
H  -26.04  23.47  -6.00
H  -24.63  22.47  -6.14
C  -28.45  25.49  -5.98
O  -29.47  25.61  -6.72
N  -27.43  26.37  -5.84
C  -27.28  27.50  -6.77
C  -26.31  25.95  -4.98
H  -28.34  24.54  -5.45
H  -27.90  27.45  -7.66
H  -26.24  27.51  -7.10
H  -27.43  28.46  -6.28
H  -26.56  25.06  -4.41
H  -25.39  25.77  -5.54
H  -26.13  26.65  -4.16
C  -27.49  20.93  -11.86
O  -26.96  20.99  -10.78
N  -28.52  20.10  -12.07
C  -29.16  20.06  -13.37
C  -28.99  19.10  -11.02
H  -27.24  21.64  -12.66
H  -28.85  20.88  -14.02
H  -30.24  20.02  -13.27
H  -28.90  19.13  -13.88
H  -28.46  19.11  -10.07
H  -30.04  19.16  -10.72
H  -28.94  18.17  -11.58
C  -27.72  20.27  -3.38
O  -27.31  19.16  -3.02
N  -28.16  21.24  -2.58
C  -28.48  22.62  -3.10
C  -28.12  21.08  -1.10
H  -27.74  20.72  -4.39
H  -29.30  23.05  -2.54
H  -28.69  22.79  -4.16
H  -27.66  23.27  -2.79
H  -27.66  21.81  -0.43
H  -29.18  21.05  -0.86
H  -27.62  20.17  -0.76
C  -22.12  25.04  -5.04
O  -22.35  25.52  -3.94
N  -21.43  23.91  -5.31
C  -20.89  23.12  -4.23
C  -21.12  23.32  -6.61
H  -22.53  25.51  -5.95
H  -20.84  22.06  -4.49
H  -21.46  23.28  -3.31
H  -19.84  23.40  -4.07
H  -21.66  23.90  -7.36
H  -20.07  23.26  -6.87
H  -21.50  22.30  -6.59
C  -29.51  22.12  -8.54
O  -28.51  21.39  -8.67
N  -30.16  22.26  -7.36
C  -31.37  23.12  -7.14
C  -29.75  21.42  -6.17
H  -30.03  22.67  -9.35
H  -32.11  22.47  -6.67
H  -31.68  23.55  -8.09
H  -31.25  23.98  -6.48
H  -30.45  21.49  -5.34
H  -29.74  20.35  -6.38
H  -28.77  21.67  -5.77
C  -27.05  25.21  -11.36
O  -27.71  24.78  -12.29
N  -26.92  26.51  -11.10
C  -26.10  27.08  -10.08
C  -27.60  27.60  -11.80
H  -26.51  24.51  -10.69
H  -26.63  27.72  -9.38
H  -25.40  27.79  -10.51
H  -25.53  26.43  -9.40
H  -28.00  27.30  -12.78
H  -28.36  27.87  -11.07
H  -27.02  28.48  -12.06
C  -23.71  26.76  -12.76
C  -23.29  28.09  -12.61
C  -22.64  28.50  -11.45
C  -22.48  27.55  -10.42
C  -22.94  26.23  -10.56
C  -23.48  25.83  -11.78
N  -21.90  27.91  -9.09
O  -21.47  27.04  -8.32
O  -21.75  29.14  -8.89
H  -24.30  26.38  -13.58
H  -23.49  28.79  -13.41
H  -22.34  29.53  -11.32
H  -22.87  25.54  -9.73
H  -23.64  24.76  -11.82

**DFT total energy**: -3420.22643 a.u.
**Gap between HOMO and LUMO (spin up / spin down)**: 0.3027 / 0.1962 hartree
**Lowest unoccupied orbital energy (spin up / spin down)**: -2.94 / -5.84 eV
**HOMO (spin up / spin down)**: -11.18 / -11.18 eV
**Spin multiplicity**: 6
**Total charge**: +1

***

[6]
The following is a quantum chemistry calculation of 2 unconnected molecules or ions with the total composition C4H10N2O2 in a non-equilibrium geometry, from the OMol25 dataset.

Positions of all 18 atoms, in Å:
C  1.70  1.23  -2.19
C  0.34  1.61  -2.71
O  0.26  2.21  -3.79
N  -0.71  1.38  -1.92
H  -1.62  1.80  -2.03
H  -0.59  0.88  -1.04
H  1.66  0.53  -1.35
H  2.21  2.15  -1.89
H  2.25  0.72  -2.98
C  0.35  -1.11  2.72
C  -0.77  -1.04  1.76
O  -0.78  -0.32  0.67
N  -1.77  -2.03  1.89
H  1.23  -0.56  2.38
H  0.69  -2.18  2.76
H  -2.48  -2.06  1.18
H  -2.05  -2.39  2.79
H  0.07  -0.81  3.74

**DFT total energy**: -418.40271 a.u.
**Gap between HOMO and LUMO (spin up / spin down)**: 0.1052 / 0.3543 hartree
**Lowest unoccupied orbital energy (spin up / spin down)**: 3.67 / 3.60 eV
**HOMO (spin up / spin down)**: 0.81 / -6.04 eV
**ΔE to the lowest compared entry with this formula, charge and spin**: 11.0 kcal/mol
**Spin multiplicity**: 2
**Total charge**: -1

***

[7]
The following is a quantum chemistry calculation of a gas-phase ion, C3H8N3S (charge +1) in a non-equilibrium geometry, from the OMol25 dataset.

Positions of all 15 atoms, in Å:
C  -2.26  -0.26  -0.10
C  0.26  0.03  -0.03
C  1.39  -0.26  -1.09
N  -1.81  1.09  -0.27
N  -0.59  1.16  -0.18
N  1.08  0.30  1.21
S  -0.97  -1.35  0.28
H  -2.89  -0.26  0.73
H  -2.83  -0.44  -0.94
H  2.36  0.03  -0.79
H  1.12  0.27  -1.98
H  1.35  -1.41  -1.13
H  0.85  1.30  1.45
H  2.06  0.14  0.93
H  0.88  -0.33  1.92

**DFT total energy**: -681.22547 a.u.
**Gap between HOMO and LUMO**: 0.3602 hartree
**Lowest unoccupied orbital energy**: -4.13 eV
**Structure (SMILES)**: C[C@@]1([NH3+])N=NCS1
**HOMO**: -13.93 eV
**ΔE to the lowest compared entry with this formula, charge and spin**: 55.7 kcal/mol
**Total charge**: +1

***

[8]
The following is a quantum chemistry calculation of 2 unconnected molecules or ions with the total composition C4H14NOS in a non-equilibrium geometry, from the OMol25 dataset.

Positions of all 21 atoms, in Å:
C  -0.20  -1.19  1.19
C  0.67  -1.30  -0.07
C  0.31  -0.54  -1.35
S  0.33  1.30  -1.27
C  2.11  1.52  -1.72
N  -0.31  0.22  1.79
H  -1.22  -1.38  0.87
H  0.13  -1.79  2.03
H  0.79  -2.33  -0.40
H  1.63  -0.96  0.36
H  -0.67  -0.85  -1.71
H  1.11  -0.86  -2.01
H  2.31  2.51  -1.31
H  2.13  1.59  -2.79
H  2.62  0.84  -1.05
H  -0.27  0.14  2.85
H  0.31  0.90  1.34
H  -1.31  0.49  1.70
H  -4.08  0.92  0.93
H  -3.14  0.31  -0.17
O  -3.25  0.45  0.78

**DFT total energy**: -688.83221 a.u.
**Gap between HOMO and LUMO (spin up / spin down)**: 0.1260 / 0.3470 hartree
**Lowest unoccupied orbital energy (spin up / spin down)**: 0.52 / 0.32 eV
**HOMO (spin up / spin down)**: -2.90 / -9.12 eV
**ΔE to the lowest compared entry with this formula, charge and spin**: 25.4 kcal/mol
**Spin multiplicity**: 2
**Total charge**: 0

***

What is the total charge in the fifth record? +1